The following is a quantum chemistry calculation of one molecule with the formula C5H9NO in a non-equilibrium geometry, from the Open Molecules 2025 dataset.

**SMILES**: C=C(N)CCC=O
**Max |F|**: 2.41 eV/Å
**Molecular weight**: 99.133 g/mol
**E_HOMO**: -0.2952 hartree
**HOMO-LUMO gap**: 8.90 eV
**Net charge**: 0

Element x y z (Å)
C -0.05815 1.74057 -0.02568
C -0.46517 0.60517 -0.66616
N -1.66528 0.75326 -1.31769
C 0.23386 -0.74754 -0.74385
C 0.27815 -1.27059 0.75609
C 1.42524 -0.69241 1.47994
O 2.46395 -1.24950 1.75426
H -0.72704 2.57170 0.03797
H 0.92709 1.87838 0.36316
H -2.07836 1.66402 -1.36052
H -2.24658 -0.01358 -1.60939
H 1.27024 -0.79583 -1.09328
H -0.36367 -1.39073 -1.42333
H 0.25658 -2.37880 0.71576
H -0.65227 -1.03727 1.29006
H 1.40142 0.36315 1.84265

The following is a quantum chemistry calculation of a 3-piece molecular cluster, C20H40BN2O9S2 overall in a non-equilibrium geometry, from the Open Molecules 2025 dataset.

**Max |F|**: 7.24 eV/Å
**Molecular weight**: 527.491 g/mol
**E_HOMO**: -0.0879 hartree
**HOMO-LUMO gap**: 3.68 eV
**Net charge**: -1

Element x y z (Å)
C -2.20524 5.04276 0.41475
C -0.84930 4.06628 0.48123
N -0.94996 3.30272 1.78309
C 0.23138 3.53168 2.69714
C 0.26656 5.11990 3.21456
C -1.26377 1.83921 1.57031
S -2.92123 1.37194 1.76937
S -0.06178 0.49181 1.07198
C -0.80668 -0.47984 -0.33740
C 0.06344 -1.73478 -0.90115
C 1.67854 -1.57565 -0.93701
C 2.33320 -1.40520 -2.45195
C 3.97717 -1.53620 -2.16478
C 4.69705 -2.53407 -3.29854
O 4.58862 -3.84411 -3.07522
N 5.43710 -1.85099 -4.42041
C 5.45426 -2.63905 -5.70604
C 6.80293 -1.35977 -3.99859
B 2.10508 0.11131 -3.05205
O 1.32841 1.07189 -2.24419
O 2.74399 0.41053 -4.36585
C 2.29554 1.71086 -4.89413
H -2.33488 5.55392 1.46064
H -3.19626 4.39751 0.24824
H -2.11700 5.89361 -0.38515
H -0.85833 3.35938 -0.46311
H 0.10830 4.76050 0.44925
H 0.06877 2.90214 3.69654
H 1.27115 3.25182 2.23835
H 1.21649 5.25262 3.92600
H -0.66108 5.36506 3.91995
H 0.32731 5.88828 2.33317
H -1.16249 0.28403 -1.18093
H -1.82541 -0.93974 0.08237
H -0.28809 -1.90615 -2.03089
H -0.18759 -2.76969 -0.36092
H 2.14533 -0.72889 -0.28648
H 2.13509 -2.59696 -0.52009
H 4.44220 -0.45233 -2.31892
H 4.18851 -1.95786 -1.07501
H 4.65504 -2.13832 -6.43446
H 5.15449 -3.76581 -5.61579
H 6.48913 -2.54825 -6.28442
H 7.03800 -1.59385 -2.85202
H 6.77764 -0.17909 -4.06931
H 7.69520 -1.76086 -4.64250
H 0.36208 1.09708 -2.51196
H 2.94204 2.57310 -4.41842
H 2.52601 1.71520 -6.06494
H 1.14121 1.82786 -4.74193
C 0.22369 -3.23402 7.61991
O -0.12901 -1.95379 7.09943
C -0.49175 -1.96330 5.79185
O -0.53470 -2.94476 5.06669
O -0.79850 -0.69175 5.43109
C -1.20091 -0.54870 4.07024
H 0.49621 -3.10805 8.67133
H -0.62712 -3.92087 7.56478
H 1.08811 -3.64283 7.08679
H -2.10859 -1.12818 3.87311
H -0.39344 -0.85010 3.39517
H -1.42169 0.50730 3.89230
C -7.34788 -3.51509 -0.16193
O -7.54833 -2.10515 -0.08331
C -6.41730 -1.37103 -0.23586
O -5.29537 -1.81362 -0.42655
O -6.75093 -0.05935 -0.13963
C -5.65132 0.83784 -0.28187
H -8.31729 -4.00240 -0.02639
H -6.95641 -3.79507 -1.14531
H -6.67746 -3.85480 0.63413
H -5.19196 0.73190 -1.26996
H -4.91308 0.67221 0.50941
H -6.03318 1.85806 -0.18779

The following is a quantum chemistry calculation of a 10-piece molecular cluster, C37H91N11O10 overall in a non-equilibrium geometry, from the Open Molecules 2025 dataset.

**SMILES**: CC1(C)CCCC(C)(C)N1O.CC1(C)CCCC(C)(C)N1O.CC1(C)CCCC(C)(C)N1O.NC(N)=O.NC(N)=O.NC(N)=O.NC(N)=O.CCO.CCO.CCO
**Max |F|**: 6.27 eV/Å
**Molecular weight**: 850.202 g/mol
**E_HOMO**: -0.3011 hartree
**HOMO-LUMO gap**: 8.18 eV
**Net charge**: 0

Element x y z (Å)
C 3.87484 -6.06229 -7.68592
C 2.71602 -5.11255 -8.11281
C 1.30342 -5.74604 -7.82804
C 2.77776 -3.86964 -7.20828
C 1.89422 -2.64924 -7.59829
C 2.40349 -2.29822 -9.00623
C 2.46898 -3.47507 -10.08548
C 1.06066 -3.69363 -10.61858
C 3.40892 -2.97570 -11.23273
N 3.02906 -4.70652 -9.52215
O 2.90633 -5.81949 -10.32754
H 4.89961 -5.69088 -7.68296
H 3.65124 -6.37153 -6.66490
H 3.88208 -6.99106 -8.25637
H 1.13979 -6.00075 -6.78091
H 0.48981 -5.12527 -8.20324
H 1.30351 -6.73380 -8.28894
H 2.46627 -4.02546 -6.17541
H 3.80514 -3.51584 -7.29450
H 0.81667 -2.77692 -7.49487
H 2.14257 -1.76084 -7.01763
H 3.46886 -2.10736 -8.87721
H 1.90793 -1.41865 -9.41717
H 0.68612 -2.86088 -11.21384
H 0.22916 -3.87433 -9.93734
H 1.01082 -4.50456 -11.34522
H 3.49142 -3.65124 -12.08416
H 4.46290 -2.96640 -10.95496
H 3.08657 -2.00279 -11.60370
H 3.81364 -6.06996 -10.51632
C 4.63215 7.00960 3.02956
C 4.95501 8.44305 2.60741
C 4.11099 8.87855 1.35656
C 4.51505 9.38677 3.72582
C 5.40015 9.43101 4.97236
C 6.80011 9.79287 4.64461
C 7.46036 8.89924 3.57730
C 8.71654 9.72080 3.16424
C 7.94277 7.62807 4.22285
N 6.43115 8.63534 2.46962
O 6.95538 7.93331 1.36351
H 5.15442 6.77446 3.95694
H 3.57746 6.98843 3.30392
H 4.83228 6.27746 2.24723
H 3.06232 9.07687 1.57806
H 4.52974 9.83001 1.02873
H 4.34336 8.18796 0.54590
H 4.38999 10.41132 3.37544
H 3.50956 9.09987 4.03368
H 4.93937 10.21598 5.57204
H 5.36477 8.45302 5.45233
H 7.25120 9.59822 5.61761
H 6.82553 10.86209 4.43433
H 9.29790 10.15677 3.97668
H 8.57268 10.60272 2.54006
H 9.37751 9.15135 2.51083
H 8.13115 6.89212 3.44119
H 7.18108 7.21583 4.88466
H 8.89558 7.75162 4.73760
H 7.02315 7.04341 1.71717
C -6.01290 -9.20146 3.17520
C -4.64032 -8.64132 3.59154
C -4.74817 -7.84446 4.92286
C -3.67571 -9.82477 3.88214
C -2.13204 -9.42072 3.96841
C -1.84626 -8.62998 2.68718
C -2.71515 -7.40718 2.34322
C -2.34564 -6.23890 3.37453
C -2.39869 -7.13328 0.90117
N -4.11362 -7.80227 2.45106
O -4.98298 -6.70317 2.18081
H -6.74576 -8.52316 2.73822
H -5.92133 -10.05530 2.50388
H -6.46779 -9.67579 4.04479
H -3.77159 -7.70680 5.38703
H -5.10424 -6.82522 4.77295
H -5.41991 -8.28225 5.66124
H -3.90666 -10.10873 4.90885
H -3.82329 -10.73257 3.29715
H -1.90783 -8.76619 4.81069
H -1.51389 -10.30790 4.10597
H -1.90603 -9.31599 1.84224
H -0.81498 -8.31984 2.85560
H -2.20256 -6.57721 4.40078
H -3.18674 -5.54587 3.35564
H -1.39524 -5.76587 3.12740
H -2.50962 -7.92535 0.16061
H -1.34357 -6.85988 0.89259
H -2.90613 -6.20638 0.63386
H -4.92475 -6.14260 2.95797
N 4.93014 -0.00393 5.31936
C 4.00446 0.36583 6.16149
N 4.42599 -0.01517 7.32929
O 2.99021 0.96124 5.89975
H 4.80740 0.00960 4.31694
H 5.67880 -0.59695 5.64790
H 5.31550 -0.47726 7.45320
H 3.94559 0.27337 8.16956
N -1.86563 -0.75996 7.98647
C -2.99724 -0.28149 7.62803
N -2.77835 0.85364 7.00727
O -4.15337 -0.71780 7.85220
H -0.98886 -0.31258 7.76015
H -1.84695 -1.60941 8.53254
H -3.50100 1.55354 7.09686
H -1.82060 1.09909 6.80097
N -5.01577 6.40559 2.95631
C -5.38656 7.08046 1.94195
N -4.72244 6.85175 0.85026
O -6.32621 7.86308 1.97636
H -4.25834 5.73896 2.91157
H -5.63935 6.31960 3.74615
H -4.68408 7.54855 0.12012
H -4.06253 6.08716 0.84592
N 0.10778 6.27989 -4.72961
C 1.16013 5.98403 -5.41213
N 1.30797 6.92249 -6.29131
O 1.91199 5.02004 -5.21486
H -0.30130 7.20214 -4.68234
H -0.19437 5.59717 -4.04940
H 0.62160 7.66344 -6.29288
H 1.92996 6.80452 -7.07826
C -0.38119 0.50857 -0.10088
C -1.48180 1.23437 0.69756
O -0.90800 2.22257 1.48769
H 0.04540 -0.32103 0.46293
H 0.38299 1.20927 -0.43727
H -0.88866 0.06867 -0.95940
H -2.09197 0.54949 1.28641
H -2.10701 1.73556 -0.04138
H -0.22118 1.87859 2.06349
C -8.96628 -0.54657 1.58128
C -8.06764 -0.18826 2.75183
O -7.73035 -1.39666 3.42668
H -8.85724 0.29562 0.89794
H -9.99846 -0.53455 1.93133
H -8.71392 -1.38973 0.93825
H -8.54620 0.35358 3.56761
H -7.21850 0.44971 2.50676
H -7.48147 -1.13875 4.31727
C -5.72904 0.58577 -4.06835
C -5.67236 -0.94107 -3.92092
O -6.94110 -1.43211 -4.17000
H -6.26262 1.03658 -3.23159
H -6.14136 0.94032 -5.01302
H -4.75278 1.04325 -3.90802
H -5.36696 -1.14469 -2.89458
H -4.91426 -1.39845 -4.55669
H -6.97573 -2.39146 -4.16288

The following is a quantum chemistry calculation of a 2-piece molecular cluster, CH2N2OS overall in a non-equilibrium geometry, from the Open Molecules 2025 dataset.

**Max |F|**: 3.27 eV/Å
**Molecular weight**: 90.107 g/mol
**E_HOMO**: -0.3951 hartree
**HOMO-LUMO gap**: 8.63 eV
**Net charge**: 0

Element x y z (Å)
C -1.04005 -0.30272 0.90393
N -1.85678 -0.28775 1.70059
N 0.35012 1.13951 -0.98093
O -0.23076 -1.24262 -1.37862
S 0.17729 -0.25947 -0.43340
H 0.73303 1.86284 -0.39609
H 1.86714 -0.90979 0.58452

The following is a quantum chemistry calculation of one molecule with the formula C17H22N4O4S2, from the Open Molecules 2025 dataset.

**SMILES**: Cc1ccc(NC(=O)CSc2nccn2C)cc1S(=O)(=O)N1CCOCC1
**Max |F|**: 0.96 eV/Å
**Molecular weight**: 410.521 g/mol
**E_HOMO**: -0.3087 hartree
**HOMO-LUMO gap**: 8.86 eV
**Net charge**: 0

Element x y z (Å)
C -3.90574 -1.69487 -2.25065
C -2.66863 -1.77052 -1.41386
C -2.33848 -2.96693 -0.77239
C -1.20319 -3.10534 -0.00109
C -0.33595 -2.02318 0.15496
N 0.82789 -2.05928 0.91287
C 1.41657 -3.12213 1.50694
O 0.99149 -4.25512 1.54197
C 2.73063 -2.73707 2.18616
S 4.06244 -2.35958 0.99688
C 3.75412 -0.67355 0.66279
N 2.64601 -0.02027 0.93959
C 2.84723 1.25239 0.49994
C 4.09045 1.35875 -0.04465
N 4.67135 0.12225 0.06713
C 5.97123 -0.26387 -0.39983
C -0.64949 -0.82477 -0.47785
C -1.79385 -0.70702 -1.24225
S -1.95048 0.95168 -1.91022
O -3.20124 1.18951 -2.58018
O -0.74854 1.27111 -2.62262
N -1.90069 1.81980 -0.45731
C -1.51583 3.20847 -0.62377
C -1.34424 3.82022 0.76661
O -2.53396 3.71599 1.51412
C -2.93447 2.37386 1.65226
C -3.13584 1.70669 0.28947
H -3.76840 -2.27927 -3.16021
H -4.75247 -2.11590 -1.71096
H -4.12410 -0.67053 -2.53113
H -3.00032 -3.81258 -0.88902
H -0.97357 -4.04331 0.47762
H 1.34904 -1.16579 0.95213
H 3.09596 -3.58698 2.76161
H 2.60864 -1.86283 2.82389
H 2.08148 1.99305 0.60681
H 4.60160 2.18556 -0.49074
H 6.65118 0.58398 -0.32761
H 5.92479 -0.59710 -1.43933
H 6.34304 -1.08525 0.21285
H -0.00194 0.03292 -0.39242
H -0.58453 3.22538 -1.18953
H -2.28642 3.76343 -1.17844
H -1.11968 4.88546 0.69703
H -0.52836 3.30232 1.29319
H -3.86813 2.39070 2.21627
H -2.17270 1.81214 2.21417
H -3.36287 0.64596 0.41052
H -3.96103 2.19141 -0.25171

Please write out number 1 again, unchanged.
The following is a quantum chemistry calculation of one molecule with the formula C5H9NO in a non-equilibrium geometry, from the Open Molecules 2025 dataset.

**SMILES**: C=C(N)CCC=O
**Max |F|**: 2.41 eV/Å
**Molecular weight**: 99.133 g/mol
**E_HOMO**: -0.2952 hartree
**HOMO-LUMO gap**: 8.90 eV
**Net charge**: 0

Element x y z (Å)
C -0.05815 1.74057 -0.02568
C -0.46517 0.60517 -0.66616
N -1.66528 0.75326 -1.31769
C 0.23386 -0.74754 -0.74385
C 0.27815 -1.27059 0.75609
C 1.42524 -0.69241 1.47994
O 2.46395 -1.24950 1.75426
H -0.72704 2.57170 0.03797
H 0.92709 1.87838 0.36316
H -2.07836 1.66402 -1.36052
H -2.24658 -0.01358 -1.60939
H 1.27024 -0.79583 -1.09328
H -0.36367 -1.39073 -1.42333
H 0.25658 -2.37880 0.71576
H -0.65227 -1.03727 1.29006
H 1.40142 0.36315 1.84265